(1)
76
Properties=species:S:1:pos:R:3:forces:R:3 method="wB97M-V/def2-TZVPD" e_lumo_ev=-5.0 energy_ha=-4690.209702 total_charge=+1 gap_ha=0.2116
Rh 1.533459 -1.696828 -0.242252 -0.36 0.10 0.08
O 1.858451 0.635367 -3.538848 0.00 0.09 -0.12
C 2.078870 0.070402 -2.506298 -0.13 -0.08 0.18
O 1.131975 -0.607696 -1.857112 0.15 -0.22 0.09
C 3.438670 0.107516 -1.812188 0.01 -0.06 0.02
P 3.129529 -0.146500 -0.048617 0.03 -0.07 -0.18
C 4.692025 -0.281617 0.830879 -0.03 0.07 -0.03
C 5.421099 0.911466 0.901903 -0.01 -0.01 0.03
C 6.664978 0.924636 1.504921 0.00 0.00 0.00
C 7.183014 -0.243327 2.049928 0.00 0.00 0.00
C 6.458996 -1.422753 1.987773 0.00 0.00 0.00
C 5.213578 -1.448553 1.376226 0.01 -0.02 -0.04
C 2.306470 1.313411 0.588208 0.07 -0.01 0.03
C 1.970032 2.385465 -0.233403 -0.05 0.00 -0.04
C 1.322581 3.486780 0.308914 -0.01 -0.01 0.01
C 0.996645 3.509616 1.655565 0.00 -0.01 -0.01
C 1.332678 2.439108 2.478593 0.02 -0.01 -0.01
C 1.994510 1.346360 1.949692 -0.01 0.04 0.04
H 3.994653 1.009702 -2.062949 -0.05 0.01 0.03
H 4.024782 -0.756636 -2.137139 0.03 0.06 -0.03
H 5.014353 1.830494 0.497075 -0.01 0.01 0.00
H 7.227047 1.846717 1.556227 0.00 0.01 0.00
H 8.153135 -0.229091 2.526956 0.02 -0.01 0.01
H 6.859621 -2.329875 2.417998 0.01 -0.02 0.01
H 4.658717 -2.370322 1.344039 -0.02 -0.03 0.00
H 2.189899 2.374181 -1.293650 0.01 0.01 0.02
H 1.061669 4.320011 -0.329043 0.00 0.01 -0.01
H 0.478971 4.363603 2.070240 -0.01 0.02 0.01
H 1.086868 2.463999 3.531328 -0.01 0.00 0.01
H 2.274129 0.519604 2.594097 0.00 -0.01 0.00
C -3.643193 -0.775896 1.856185 0.11 -0.10 0.02
C -3.559151 0.725550 1.755707 -0.02 -0.04 0.00
C -4.357937 1.460473 2.631586 -0.01 0.03 0.00
C -4.370492 2.844738 2.632172 0.01 0.01 0.01
C -3.566013 3.534439 1.741104 -0.02 -0.02 0.01
C -2.761322 2.817758 0.871160 0.06 0.02 0.05
C -2.741880 1.418248 0.852155 0.15 0.15 0.04
Sb -1.429698 0.781170 -0.734980 -0.22 -0.04 -0.08
C -3.015026 0.184229 -2.047604 0.03 -0.08 -0.10
C -4.219109 -0.278137 -1.516809 -0.02 0.02 0.16
C -5.267698 -0.664448 -2.332484 0.01 0.01 -0.09
C -5.124566 -0.571819 -3.710107 -0.02 -0.01 0.05
C -3.944336 -0.089121 -4.245495 0.02 0.02 0.02
C -2.873669 0.294740 -3.435332 -0.04 -0.10 -0.06
C -1.614727 0.768376 -4.107593 0.05 0.12 0.07
C -0.862815 -1.157427 0.100236 0.07 0.11 0.06
C -0.424853 -1.074685 1.430230 0.04 0.07 0.06
C -0.260025 -2.214724 2.237443 -0.09 -0.03 -0.01
C -0.421778 -3.457221 1.675464 0.05 0.02 -0.01
C -0.656786 -3.556803 0.298788 -0.06 -0.02 0.03
C -0.908929 -2.441851 -0.504729 -0.08 0.05 -0.08
C -1.287715 -2.642896 -1.946391 -0.06 0.04 -0.01
H -4.637334 -1.075382 2.186260 -0.02 -0.01 -0.02
H -2.933903 -1.161743 2.590556 0.02 0.00 0.04
H -3.439408 -1.278586 0.911512 0.09 -0.02 0.08
H -4.997526 0.925956 3.323478 -0.01 -0.02 0.01
H -5.011212 3.379387 3.320467 -0.01 0.00 0.01
H -3.565084 4.615641 1.720303 -0.01 0.03 -0.01
H -2.127698 3.372751 0.184980 0.00 -0.01 -0.02
H -4.353063 -0.324595 -0.442923 -0.06 0.07 -0.23
H -6.191852 -1.019996 -1.897676 -0.02 -0.01 0.01
H -5.937037 -0.859865 -4.363667 -0.01 -0.01 -0.01
H -3.842971 0.001565 -5.320003 0.00 0.00 -0.02
H -1.847692 1.214851 -5.073162 0.03 -0.02 -0.02
H -0.921871 -0.055284 -4.280866 0.07 -0.05 -0.02
H -1.074811 1.512294 -3.519888 -0.02 -0.02 -0.02
H -0.353172 -0.094214 1.892109 0.04 -0.03 0.01
H 0.001423 -2.105962 3.280905 0.01 0.00 0.02
H -0.288011 -4.353883 2.263259 -0.01 -0.01 0.02
H -0.697985 -4.538954 -0.157862 0.01 -0.01 -0.02
H -0.986147 -3.633962 -2.284453 0.00 0.00 -0.02
H -0.824838 -1.893861 -2.587111 0.02 0.01 0.00
H -2.368002 -2.551226 -2.073957 -0.01 -0.01 0.03
Se 2.824854 -3.438920 -1.338829 0.23 0.08 0.06
C 2.691281 -3.580743 0.478566 0.07 -0.05 -0.18
N 2.442373 -3.285202 1.578235 -0.03 0.02 0.08

(2)
85
Properties=species:S:1:pos:R:3:forces:R:3 method="wB97M-V/def2-TZVPD" e_lumo_ev=-0.7 energy_ha=-11893.086609 total_charge=0 gap_ha=0.2201
Tl -0.259677 1.340033 -1.762305 0.26 -0.07 -0.09
Se -7.874064 -2.433580 0.222874 -0.35 -0.16 0.09
N -6.584842 -2.875404 -0.920464 0.05 0.05 0.02
C -5.625892 -2.008380 -0.752659 0.21 0.13 -0.07
C -4.386477 -2.008046 -1.531411 -0.16 0.01 0.10
C -4.136536 -2.951550 -2.526349 -0.09 -0.05 0.03
C -2.971949 -2.864868 -3.252730 0.01 -0.03 -0.03
C -2.095981 -1.820095 -2.967356 0.02 0.09 0.05
N -2.312303 -0.927306 -2.016929 -0.10 -0.03 0.00
C -3.431382 -1.016227 -1.292079 0.12 0.12 0.06
C -3.626929 -0.012745 -0.210317 0.11 -0.02 -0.05
N -2.624986 0.839040 0.042902 -0.09 0.04 -0.09
C -2.783018 1.733683 1.006161 0.18 -0.02 -0.10
C -3.945944 1.856384 1.760219 -0.01 0.04 0.05
C -4.974621 0.978109 1.514774 -0.08 0.00 0.02
C -4.817038 0.013494 0.521675 -0.11 -0.13 0.00
C -5.849928 -0.987365 0.248755 0.25 0.06 -0.03
N -6.986853 -1.040646 0.884582 0.04 -0.01 -0.06
H -4.868457 -3.728152 -2.707681 0.01 0.01 -0.01
H -2.739518 -3.576881 -4.033536 -0.01 0.02 0.01
H -1.178529 -1.696949 -3.534181 0.01 -0.01 0.03
H -1.933337 2.383960 1.195678 -0.04 0.01 -0.05
H -4.024265 2.622343 2.520215 0.01 -0.03 -0.01
H -5.900159 1.011814 2.074717 0.01 -0.01 0.00
C 1.003805 -4.710602 -1.454786 0.01 -0.05 0.01
As 1.431006 -2.812670 -1.732044 -0.08 0.09 -0.05
C 2.552044 -3.146191 -3.317628 0.04 -0.07 0.00
C 2.903297 -2.636989 -0.449484 0.11 0.00 0.01
C 3.172973 -3.633174 0.488761 0.07 0.07 -0.06
C 4.214312 -3.498311 1.397881 0.01 0.07 -0.03
C 5.018216 -2.367702 1.360543 -0.03 -0.05 0.01
C 4.753049 -1.370706 0.432365 -0.05 -0.02 0.02
C 3.691822 -1.478111 -0.462307 -0.03 -0.02 0.06
As 3.223296 0.046993 -1.621560 -0.11 -0.15 0.07
C 4.875455 0.157712 -2.668956 0.09 0.04 0.02
C 3.617211 1.479302 -0.353602 0.02 0.09 -0.01
H 0.427992 -4.863980 -0.542387 0.00 0.03 0.02
H 1.902741 -5.327572 -1.429884 -0.03 -0.02 -0.02
H 0.384637 -5.022946 -2.296354 -0.01 -0.01 0.00
H 3.291620 -3.920572 -3.110289 0.00 0.03 -0.01
H 3.060857 -2.233220 -3.622451 -0.02 0.02 0.01
H 1.909401 -3.472815 -4.136386 0.00 0.01 0.00
H 2.573241 -4.533938 0.512891 0.00 -0.01 0.01
H 4.404555 -4.280308 2.122878 0.00 -0.01 0.00
H 5.847507 -2.262155 2.049511 -0.02 0.00 0.00
H 5.377357 -0.485040 0.421612 0.01 0.02 0.00
H 5.752487 0.056682 -2.029635 0.01 0.00 -0.01
H 4.894267 1.134553 -3.152528 0.02 -0.01 -0.02
H 4.896851 -0.613845 -3.436835 0.00 -0.01 0.01
H 4.688473 1.589065 -0.183947 0.01 0.00 0.00
H 3.110500 1.248628 0.582423 -0.01 0.00 -0.19
H 3.202328 2.411820 -0.736842 0.01 0.00 0.01
I 2.908438 5.581257 0.221617 -0.03 -0.04 0.02
C 0.848386 5.579042 -0.103273 0.01 -0.17 0.02
C 0.092152 6.666018 0.348158 -0.03 -0.10 -0.10
C -1.261242 6.719116 0.142025 -0.02 0.08 0.11
I -2.318768 8.356442 0.908380 0.01 -0.02 -0.03
C -1.914834 5.677909 -0.557860 0.01 -0.10 -0.13
C -3.293140 5.664484 -0.875462 0.04 0.02 0.04
C -3.824377 4.642611 -1.609213 -0.04 -0.02 0.02
C -2.981817 3.595678 -2.013990 0.00 -0.04 0.03
N -1.706697 3.555384 -1.713784 -0.03 0.19 0.10
C -1.144770 4.570458 -1.007578 -0.03 0.00 0.01
C 0.294557 4.459671 -0.752452 -0.09 0.22 -0.06
O 0.952162 3.442314 -1.132836 -0.06 -0.04 0.11
H 0.589792 7.477439 0.862276 0.01 -0.03 0.01
H -3.920152 6.479115 -0.535674 0.02 0.00 -0.02
H -4.875391 4.629100 -1.868096 0.04 -0.01 -0.01
H -3.373712 2.762847 -2.591954 0.00 0.00 0.04
C 0.374817 -3.223886 2.794609 -0.01 0.06 0.06
N 1.127171 -2.129343 3.378671 -0.05 -0.13 0.01
C 1.835315 -2.162274 4.569437 -0.11 -0.10 -0.16
C 2.383811 -0.945499 4.734180 0.01 0.18 -0.14
N 2.006590 -0.180045 3.642768 0.10 0.14 0.05
C 2.381523 1.201682 3.388822 -0.02 -0.07 0.07
C 1.228505 -0.905791 2.806009 0.22 -0.03 0.15
Se 0.464646 -0.355867 1.233725 -0.21 -0.07 0.00
H 0.456064 -4.087957 3.450021 0.01 0.00 0.00
H 0.774531 -3.459209 1.811165 0.03 -0.01 -0.03
H -0.669062 -2.937180 2.676805 -0.01 0.01 0.03
H 1.886940 -3.042393 5.185710 -0.02 0.01 -0.05
H 3.006770 -0.558701 5.521122 -0.02 0.02 -0.04
H 2.987456 1.553537 4.219964 0.00 0.00 0.00
H 1.489606 1.817146 3.289424 -0.02 0.00 0.00
H 2.946119 1.272321 2.461768 0.01 -0.02 0.12

(3)
81
Properties=species:S:1:pos:R:3:forces:R:3 method="wB97M-V/def2-TZVPD" e_lumo_ev=-3.3 energy_ha=-4680.241013 total_charge=+1 gap_ha=0.2655
Sn -0.060953 -0.391731 -0.201914 0.58 0.45 -0.49
O 1.576434 2.625409 0.161044 0.02 0.05 -0.06
C 1.480167 3.655717 -0.725329 -0.24 0.00 0.10
C 0.327023 4.371951 -1.000394 -0.01 0.02 -0.02
C 0.464732 5.379046 -1.933989 0.00 0.02 -0.02
C 1.694976 5.660109 -2.558669 0.00 -0.02 0.04
C 2.826373 4.934105 -2.265415 -0.02 0.02 -0.05
C 2.700032 3.904520 -1.326571 0.22 -0.01 0.02
C 3.574679 2.945988 -0.749781 0.18 -0.02 -0.14
N 2.900939 2.208727 0.089706 -0.24 -0.20 0.15
N 3.391126 1.216902 0.839975 0.15 0.19 0.00
C 2.578173 0.437720 1.548383 0.00 -0.25 0.19
O 1.318936 0.459883 1.575897 -0.20 0.05 -0.09
C 3.282762 -0.574427 2.392479 -0.04 0.04 -0.04
C 2.532295 -1.244288 3.354906 0.02 -0.03 0.05
C 3.127829 -2.203024 4.160199 -0.01 0.02 -0.02
C 4.472975 -2.504041 3.997703 0.01 0.02 0.00
C 5.225879 -1.837177 3.038038 -0.03 0.01 -0.01
C 4.636205 -0.867614 2.241807 0.03 -0.02 -0.03
H -0.614885 4.156958 -0.516727 0.01 0.00 0.01
H -0.402191 5.972389 -2.191880 0.02 0.01 -0.01
H 1.746787 6.464973 -3.278556 -0.01 -0.01 0.00
H 3.774345 5.145112 -2.740948 -0.02 0.01 0.01
H 4.623344 2.747169 -0.897289 -0.03 -0.01 0.03
H 1.483155 -1.002652 3.465205 0.00 -0.02 0.01
H 2.541608 -2.717948 4.910707 0.01 0.02 -0.01
H 4.938714 -3.253581 4.624906 -0.01 0.01 -0.02
H 6.275359 -2.071016 2.914294 -0.01 0.01 0.00
H 5.217820 -0.340058 1.497860 -0.01 -0.01 0.02
O -1.913867 0.661006 0.867992 0.03 -0.06 0.10
C -2.713597 -0.191113 1.743571 0.01 0.11 0.03
C -2.167019 -1.629953 1.610035 0.13 0.03 -0.09
O -2.731853 -2.520058 2.183041 -0.02 -0.14 0.05
O -1.086655 -1.793684 0.871011 -0.20 -0.05 0.15
C -2.517125 0.233869 3.194823 0.01 -0.06 -0.05
C -1.354406 0.881386 3.602898 0.02 -0.02 0.05
C -1.176158 1.222646 4.940700 -0.04 -0.02 -0.07
C -2.146423 0.901964 5.874164 -0.03 -0.02 0.00
C -3.295970 0.230808 5.471131 0.02 0.02 0.04
C -3.480935 -0.104292 4.141626 -0.01 0.02 -0.04
C -4.150188 -0.082973 1.254907 0.00 0.00 0.00
C -4.742090 -1.061765 0.465071 -0.02 0.00 0.00
C -6.017755 -0.866687 -0.052485 0.02 0.02 0.03
C -6.710200 0.304525 0.215885 0.02 -0.01 0.01
C -6.124621 1.284581 1.007756 0.02 -0.02 0.00
C -4.853970 1.088472 1.524611 -0.02 0.03 -0.03
H -1.797350 1.516112 1.302795 -0.03 0.05 -0.02
H -0.549618 1.091231 2.907448 -0.01 0.00 -0.01
H -0.270101 1.729667 5.246410 0.00 -0.01 0.00
H -2.006746 1.162575 6.915027 -0.01 0.00 -0.01
H -4.053110 -0.032447 6.198110 0.01 0.00 0.00
H -4.372499 -0.633583 3.831308 0.02 0.00 0.02
H -4.225768 -1.992680 0.266255 -0.01 0.02 0.01
H -6.474232 -1.642364 -0.653839 0.00 0.00 0.00
H -7.707769 0.449099 -0.178054 0.01 0.00 0.00
H -6.661913 2.197224 1.230800 0.00 -0.01 0.00
H -4.410414 1.849600 2.157261 -0.01 -0.01 -0.01
C 2.467083 -4.011393 -1.974454 0.07 0.01 -0.08
As 1.227539 -3.199251 -0.721729 -0.21 0.07 0.25
C -0.262601 -4.444825 -0.843236 -0.04 0.02 0.00
C 2.004158 -3.786056 0.963829 -0.01 -0.06 -0.02
H 2.613768 -5.056122 -1.703029 0.03 -0.01 -0.03
H 3.421284 -3.488343 -1.942667 0.01 -0.02 0.00
H 2.065905 -3.950905 -2.984780 0.00 -0.02 -0.01
H 0.114785 -5.464195 -0.913885 -0.01 -0.02 0.01
H -0.873830 -4.221038 -1.716587 0.02 -0.01 -0.02
H -0.875279 -4.333632 0.049934 0.01 0.01 -0.01
H 1.884124 -4.864188 1.065758 0.05 -0.02 -0.01
H 1.499460 -3.290946 1.789823 -0.04 -0.01 0.00
H 3.062528 -3.529440 0.993510 0.01 0.03 0.02
I -0.276879 -1.256494 -6.600009 0.03 -0.01 -0.05
C -1.412817 -0.871768 -4.906388 0.01 0.00 -0.01
C -2.793351 -0.765857 -4.973039 -0.04 0.00 -0.01
C -3.497562 -0.508796 -3.807410 -0.02 0.00 -0.01
C -2.798551 -0.371292 -2.620980 0.13 0.01 -0.03
N -1.467352 -0.474359 -2.561070 -0.28 -0.21 0.15
C -0.787716 -0.721151 -3.679330 -0.06 0.04 0.14
H -3.309345 -0.882732 -5.916658 0.00 0.00 0.01
H -4.575321 -0.420305 -3.817984 0.01 0.00 0.01
H -3.314018 -0.171731 -1.687495 0.01 0.00 -0.02
H 0.290401 -0.801072 -3.587618 0.01 0.00 0.00